# C3H11N3

2 unconnected molecules or ions with the total composition C3H11N3 (ωB97M-V/def2-TZVPD, the OMol25 dataset).

Geometry (Å):
H: 1.338 -0.875 0.126
N: 2.351 -0.852 -0.036
N: 2.509 -1.707 -0.925
N: 3.819 -1.814 -1.308
H: 3.934 -2.694 -1.921
H: 4.531 -1.224 -0.983
C: -2.278 1.072 1.616
C: -2.208 0.976 0.169
C: -0.844 0.485 -0.440
H: -1.255 1.513 1.877
H: -3.030 1.844 1.976
H: -2.227 0.037 2.100
H: -2.358 1.950 -0.260
H: -2.983 0.287 -0.290
H: -0.026 1.181 -0.202
H: -0.456 -0.443 0.051
H: -0.816 0.263 -1.550

Cartesian forces, eV/Å:
0.321 0.236 0.209
-0.693 -0.214 -0.333
1.901 0.399 0.344
-2.538 -3.740 -2.437
0.277 2.548 1.546
0.912 0.737 0.673
2.069 0.300 2.617
-0.063 -1.696 -3.841
0.603 -0.712 0.413
-1.233 -0.293 0.234
0.615 -1.573 -0.164
-0.751 1.561 -0.288
-0.328 0.500 -0.334
0.500 0.861 0.642
-0.330 0.228 -0.277
-0.866 0.363 -0.265
-0.397 0.494 1.261

Just the Löwdin charges please, in e? Sure, here they are: -0.001, 0.010, -0.179, -0.018, 0.126, 0.056, -0.164, -0.374, -0.134, 0.088, 0.093, 0.098, 0.087, 0.115, 0.062, 0.046, 0.087


# C3H11N3

2 unconnected molecules or ions with the total composition C3H11N3 (ωB97M-V/def2-TZVPD, the OMol25 dataset).

Geometry (Å):
C: 1.244 -1.504 -0.823
N: 1.487 -0.271 -0.755
C: 2.763 0.115 -0.199
H: 0.348 -1.801 -1.375
H: 1.730 -2.361 -0.363
H: 2.882 1.155 0.107
H: 3.055 -0.558 0.613
H: 3.581 0.144 -0.934
N: -1.272 1.592 0.355
C: -2.320 0.564 0.301
N: -1.796 -0.647 0.892
H: -0.474 1.383 -0.245
H: -1.526 2.502 -0.010
H: -2.656 0.403 -0.731
H: -3.152 0.954 0.887
H: -2.103 -0.794 1.841
H: -0.785 -0.641 0.879

Cartesian forces, eV/Å:
-1.477 -0.210 -0.382
0.749 0.273 -0.605
1.155 0.225 0.422
-0.069 0.110 0.189
0.871 0.257 0.166
-1.041 0.026 0.528
0.188 0.148 0.053
-0.427 -0.808 -0.354
0.676 0.663 -0.189
0.717 0.835 -0.065
-0.301 -0.636 -0.212
-0.094 -0.684 0.144
-0.725 0.046 0.192
-0.056 -0.262 0.139
-0.138 -0.213 -0.083
0.050 0.186 0.046
-0.080 0.044 0.010

Just the Löwdin charges please, in e? Sure, here they are: -0.087, -0.085, -0.157, 0.069, 0.077, 0.066, 0.074, 0.080, -0.026, -0.371, -0.008, 0.034, 0.052, 0.093, 0.103, 0.057, 0.030


# C3H11N3

2 unconnected molecules or ions with the total composition C3H11N3 (ωB97M-V/def2-TZVPD, the OMol25 dataset).

Geometry (Å):
C: 0.372 -1.579 -0.196
C: -0.116 -0.208 -0.593
C: 0.786 0.552 -1.533
N: -1.434 -0.073 -0.602
H: 0.371 -2.229 -1.070
H: -0.292 -1.999 0.557
H: 1.378 -1.519 0.209
H: 0.413 1.563 -1.700
H: 1.794 0.606 -1.128
H: 0.830 0.036 -2.491
H: -1.736 0.789 -1.054
N: 0.268 0.787 1.193
N: -1.067 0.679 1.893
H: 1.022 0.596 1.845
H: 0.006 1.806 1.189
H: -1.683 0.233 0.880
H: -0.913 -0.040 2.600

Cartesian forces, eV/Å:
0.084 0.417 0.442
-1.495 -0.397 -1.043
-0.097 0.158 0.396
0.613 -0.067 0.115
-0.008 -0.007 -0.034
-0.043 -0.051 -0.040
0.196 -0.141 -0.030
0.011 0.007 -0.009
0.116 0.046 -0.033
-0.027 -0.064 -0.046
0.213 0.027 -0.124
-2.335 2.286 0.947
-0.418 -1.853 -1.711
-0.045 0.241 0.120
2.338 -0.781 -0.833
1.451 0.410 2.158
-0.554 -0.232 -0.275

Just the Löwdin charges please, in e? Sure, here they are: -0.064, -0.563, -0.059, 0.008, 0.084, 0.076, 0.070, 0.075, 0.073, 0.083, 0.054, -0.075, -0.107, 0.093, 0.114, 0.110, 0.029


# C3H11N3

2 unconnected molecules or ions with the total composition C3H11N3 (ωB97M-V/def2-TZVPD, the OMol25 dataset).

Geometry (Å):
C: 1.343 -0.753 0.661
N: 1.321 -1.470 -0.431
C: 2.627 -1.881 -1.030
H: 0.564 -0.819 1.403
H: 2.298 -0.452 0.833
H: 3.124 -1.170 -1.612
H: 3.384 -2.178 -0.283
H: 2.368 -2.865 -1.507
N: -1.462 1.084 -0.933
C: -1.419 1.565 0.400
N: -2.538 1.246 1.359
H: -2.318 1.034 -1.377
H: -0.994 0.197 -1.072
H: -1.435 2.724 0.294
H: -0.490 1.361 0.932
H: -3.024 0.355 1.155
H: -3.350 2.023 1.205

Cartesian forces, eV/Å:
-0.442 -3.486 -3.359
-0.554 0.567 1.871
-1.329 -2.070 1.513
-0.584 0.766 -0.310
2.549 1.580 1.807
0.233 1.068 -1.512
-0.460 0.313 0.293
0.542 1.265 -0.290
2.655 -1.138 0.335
-1.303 2.834 0.785
-2.527 2.115 -1.097
-2.176 0.278 -0.692
0.072 -0.023 0.146
-0.002 -1.724 0.591
0.074 -0.408 -0.545
0.711 0.589 -0.029
2.539 -2.525 0.492

Just the Löwdin charges please, in e? Sure, here they are: -0.049, -0.086, -0.140, 0.071, 0.029, 0.047, 0.071, 0.084, 0.005, -0.399, -0.060, 0.034, 0.048, 0.119, 0.070, 0.046, 0.110


# C3H11N3

A gas-phase ion, C3H11N3 (charge +2) (ωB97M-V/def2-TZVPD, the OMol25 dataset).

Geometry (Å):
C: 2.741 -0.402 0.335
N: 1.496 -0.696 0.317
C: 0.556 0.033 -0.515
N: -0.725 0.144 0.195
C: -1.737 1.086 -0.467
N: -1.178 -1.192 0.529
H: 3.151 0.350 -0.300
H: 3.403 -1.144 0.814
H: 1.021 -1.413 0.864
H: 0.968 1.107 -0.589
H: 0.536 -0.612 -1.415
H: -0.627 0.446 1.132
H: -1.551 2.231 -0.129
H: -1.335 1.090 -1.503
H: -2.778 0.683 -0.370
H: -1.390 -1.586 -0.416
H: -2.057 -1.182 1.126

Cartesian forces, eV/Å:
0.081 -2.705 0.299
0.263 1.111 0.500
1.382 1.741 0.170
-2.012 -0.503 0.763
1.167 2.068 -1.069
-1.009 -1.001 -1.537
0.128 0.809 -0.210
-0.169 0.801 0.228
0.549 -0.665 0.238
-0.766 -1.724 -0.718
-0.864 1.053 -0.089
1.007 1.387 1.226
-0.671 -2.914 -0.242
-1.160 0.003 0.219
1.123 0.560 0.020
-0.329 -0.268 1.206
1.282 0.247 -1.003

charge: +2

Just the Löwdin charges please, in e? Sure, here they are: 0.263, 0.067, -0.074, -0.211, 0.066, 0.117, 0.138, 0.163, 0.174, 0.202, 0.188, 0.169, 0.180, 0.105, 0.131, 0.147, 0.175


# C3H11N3O

2 unconnected molecules or ions with the total composition C3H11N3O (ωB97M-V/def2-TZVPD, the OMol25 dataset).

Geometry (Å):
C: -2.673 0.983 0.836
C: -1.805 -0.216 0.904
N: -0.742 0.048 -0.135
C: 0.289 -0.782 -0.607
N: 0.485 -1.843 0.251
N: 0.948 -0.484 -1.683
H: -3.121 1.318 -0.150
H: -3.544 0.845 1.498
H: -2.130 1.887 1.120
H: -2.258 -1.200 0.721
H: -1.201 -0.328 1.844
H: -0.675 1.060 -0.150
H: 1.493 -1.995 0.234
H: 0.078 -1.683 1.156
H: 0.802 0.538 -1.689
H: 5.203 0.153 -1.780
H: 4.117 1.186 -1.343
O: 4.736 0.514 -1.028

Cartesian forces, eV/Å:
-2.024 1.049 0.009
3.092 -1.061 -0.984
-1.231 0.056 0.087
-1.506 2.046 0.673
0.998 -0.760 -1.411
0.477 -0.016 1.654
0.710 -1.195 0.680
0.290 0.322 0.038
0.132 -0.051 0.490
-0.208 0.471 -0.093
-1.186 0.354 0.035
0.789 -0.251 -0.851
-0.418 -0.506 0.455
0.266 -0.062 0.276
-0.171 -0.357 -1.127
-0.149 0.060 -0.345
0.051 -0.347 -0.115
0.090 0.248 0.530

charge: -1
2S+1: 2

Just the Löwdin charges please, in e? Sure, here they are: -0.334, -0.428, -0.031, -0.694, 0.095, 0.043, 0.078, 0.042, 0.021, 0.092, 0.055, 0.050, 0.080, 0.028, -0.001, 0.007, 0.017, -0.119


# C3H11N3O

C3H11N3O in the gas phase (ωB97M-V/def2-TZVPD, the OMol25 dataset).

Geometry (Å):
C: -0.189 1.086 2.012
N: -0.218 -0.209 1.348
N: 0.912 -1.037 1.682
C: -0.638 -0.293 -0.211
N: 0.465 0.328 -0.833
C: -0.045 0.232 -2.384
O: 0.001 -1.075 -2.877
H: 0.742 1.637 1.821
H: -0.297 0.963 3.099
H: -1.029 1.707 1.684
H: 0.777 -1.459 2.603
H: 1.770 -0.483 1.731
H: -0.737 -1.369 -0.391
H: -1.580 0.251 -0.311
H: 1.247 -0.322 -0.774
H: -1.016 0.702 -2.564
H: 0.699 0.824 -2.917
H: -0.863 -1.483 -2.716

Cartesian forces, eV/Å:
-0.090 -0.155 -0.494
-1.373 -1.274 -0.613
-0.586 0.482 -0.564
1.838 0.048 5.518
-2.068 0.229 -4.796
2.597 0.835 1.440
-0.631 -0.183 0.050
0.021 0.093 -0.041
0.075 -0.130 -0.214
0.108 -0.119 -0.085
-0.168 0.232 -0.394
-0.147 0.035 -0.053
-0.199 0.124 0.033
0.220 -0.012 -0.036
-0.012 0.050 -0.208
0.036 -0.042 0.745
-0.039 -0.195 -0.184
0.420 -0.018 -0.106

Just the Löwdin charges please, in e? Sure, here they are: -0.137, -0.284, -0.003, -0.232, -0.013, -0.236, -0.058, 0.065, 0.071, 0.073, 0.071, 0.062, 0.106, 0.113, 0.093, 0.114, 0.104, 0.089


# C3H11N3O

2 unconnected molecules or ions with the total composition C3H11N3O (ωB97M-V/def2-TZVPD, the OMol25 dataset).

Geometry (Å):
C: -0.528 1.114 1.419
N: -0.382 -0.235 0.881
C: -0.798 -0.426 -0.449
N: -1.899 0.376 -0.865
O: -0.948 -1.801 -0.729
H: -1.585 1.360 1.496
H: -0.041 1.869 0.797
H: -0.090 1.132 2.416
H: 0.678 -0.445 0.880
H: 0.204 -0.104 -1.133
H: -2.097 0.238 -1.847
H: -2.734 0.138 -0.336
H: -1.173 -2.249 0.097
C: 2.340 -0.063 -0.123
N: 1.783 0.029 -1.294
H: 2.815 -0.971 0.259
H: 2.600 0.867 0.374
H: 1.856 -0.829 -1.843

Cartesian forces, eV/Å:
-0.089 -0.013 -0.063
1.564 -0.391 0.876
2.497 0.754 -2.550
-0.252 0.235 0.434
0.004 -0.509 0.207
0.060 0.090 0.040
-0.051 0.114 -0.022
-0.012 0.018 0.026
-1.979 0.096 0.218
-3.061 -0.461 1.044
0.110 -0.067 0.094
-0.038 -0.018 -0.082
-0.040 0.075 0.015
0.499 0.092 -2.033
1.847 0.207 1.037
-0.202 -0.040 -0.019
-0.536 0.032 0.383
-0.321 -0.213 0.395

Just the Löwdin charges please, in e? Sure, here they are: -0.125, -0.074, -0.595, 0.078, -0.028, 0.070, 0.079, 0.077, 0.085, 0.115, 0.081, 0.082, 0.084, -0.141, -0.011, 0.078, 0.072, 0.072


DFT total energy, respectively: -7757.254; -7758.196; -7756.689; -7757.118; -7739.222; -9805.066; -9804.533; -9805.089 eV.